--- i ---
Computed, not measured: the ion C6H9N2 with charge +1, with ωB97M-V with the def2-TZVPD basis set.

Calculated values
Highest occupied orbital energy (hartree): -0.4754
Net charge: +1
LUMO energy (eV): -3.83
Spin multiplicity: 1

Each line ends with the natural charge from an NBO analysis.
CARTESIAN COORDINATES (ANGSTROEM)
C 0.99729 0.65327 0.03367  -0.318
C -0.13329 -0.73956 2.10110  -0.075
C -1.22663 1.38160 -0.81352  0.666
C 1.31991 -0.88164 -0.03016  -0.223
C 0.90650 -1.52902 2.30937  -0.255
C -2.36804 1.55551 -1.60119  -0.768
N -0.19620 1.18382 -0.38219  -0.182
N 0.50524 -1.57663 0.98463  -0.475
H 1.72933 1.13955 -0.67453  0.262
H 1.12249 -1.31476 -1.06333  0.228
H 2.39147 -1.09873 0.37599  0.254
H 1.24298 1.01565 1.09481  0.302
H 1.63234 -2.12094 2.88564  0.259
H -3.25186 0.81081 -1.36383  0.323
H -1.94559 1.27957 -2.51990  0.291
H -2.72118 2.58977 -1.80807  0.321
H -0.00475 -2.34827 0.47151  0.389

---

--- ii ---
Computed, not measured: the ion C6H9N2 with charge +1, with ωB97M-V with the def2-TZVPD basis set.

Calculated values
Highest occupied orbital energy (spin up / spin down) (hartree): -0.4369 / -0.4369
SMILES: NC1=C[C@H](C=[NH2+])C=C1
Net charge: +1
LUMO energy (spin up / spin down) (eV): -4.81 / -4.81
Spin multiplicity: 1

Each line ends with the natural charge from an NBO analysis.
CARTESIAN COORDINATES (ANGSTROEM)
C 0.30257 0.35711 -0.42404  -0.360
C 0.52287 -1.12887 -0.21324  -0.158
C -0.34187 0.75901 0.84672  -0.363
C 0.21431 -1.49573 1.08196  -0.178
C -0.35809 0.39372 -1.75450  0.347
C -0.31820 -0.27208 1.74143  0.227
N -0.66221 -0.37239 2.98275  -0.742
N 0.37140 0.73217 -2.82117  -0.663
H 1.30368 0.76147 -0.53934  0.240
H 1.02926 -1.67769 -0.89028  0.212
H -0.61728 1.73777 1.09025  0.231
H 0.38302 -2.52032 1.39323  0.252
H -1.32380 0.01595 -1.71239  0.241
H -0.86418 -1.29003 3.19358  0.406
H -1.04878 0.46750 3.30589  0.408
H 1.40580 1.04080 -2.62246  0.441
H 0.19203 0.50721 -3.83982  0.459

---

It is ii that is most stable; the runner-up trails by 4.144 eV.

---

--- i ---
Computed, not measured: a cluster of 2 separate species, C2HF3O2 in total, with ωB97M-V with the def2-TZVPD basis set.

Calculated values
Highest occupied orbital energy (hartree): -0.4090
Net charge: 0
LUMO energy (eV): 0.34
Spin multiplicity: 1

Each line ends with the natural charge from an NBO analysis.
CARTESIAN COORDINATES (ANGSTROEM)
C 1.05285 0.77689 1.00713  1.064
C -0.71822 -1.30411 -1.41094  0.660
O 1.12903 1.42112 1.97901  -0.542
O 0.14568 -0.08695 0.59059  -0.699
F 1.90093 0.91378 -0.05973  -0.333
F -0.88972 -0.30405 -2.20518  -0.325
F -1.88055 -1.42732 -0.84818  -0.344
H -0.74000 0.01064 0.94731  0.519

---

--- ii ---
Computed, not measured: a cluster of 2 separate species, C2HF3O2 in total, with ωB97M-V with the def2-TZVPD basis set.

Calculated values
Highest occupied orbital energy (spin up / spin down) (hartree): -0.3662 / -0.3643
Net charge: 0
LUMO energy (spin up / spin down) (eV): -0.76 / -1.19
Spin multiplicity: 1

Each line ends with the natural charge from an NBO analysis.
CARTESIAN COORDINATES (ANGSTROEM)
C 1.81224 0.21330 -0.21882  0.790
C -1.61323 0.22828 0.21828  0.902
O 2.31358 -0.08392 0.81165  -0.503
O -1.81657 -1.08641 0.06277  -0.706
F 2.25488 0.95711 -1.17030  -0.294
F -0.67957 0.59541 -0.70908  -0.362
F -1.22110 0.63864 1.45602  -0.328
H -1.05024 -1.46240 -0.45053  0.501

---

It is i that is most stable; the runner-up trails by 1.886 eV.

---

--- i ---
Computed, not measured: a cluster of 15 separate species, C30H90O15 in total, with ωB97M-V with the def2-TZVPD basis set.

Calculated values
Highest occupied orbital energy (hartree): -0.3468
Net charge: 0
LUMO energy (eV): 0.07
Spin multiplicity: 1

Each line ends with the Löwdin charge.
CARTESIAN COORDINATES (ANGSTROEM)
C 1.96896 -0.84375 3.04384  -0.061
C 0.68330 -1.65717 3.20011  -0.314
O 0.77497 -2.52513 4.32622  -0.084
H 2.24121 -0.33820 3.96492  0.055
H 1.81698 -0.06394 2.29613  0.062
H 2.81592 -1.48027 2.75801  0.068
H 0.49663 -2.27233 2.34274  0.069
H -0.21550 -1.03091 3.30521  0.097
H 0.44300 -1.94105 5.04003  0.093
C -5.43286 -2.81278 -1.15342  -0.079
C -5.83873 -1.47541 -1.70861  -0.283
O -4.74688 -0.56283 -1.53558  -0.106
H -6.20745 -3.57826 -1.16864  0.076
H -5.09556 -2.72270 -0.11719  0.058
H -4.61003 -3.21978 -1.72491  0.039
H -6.72032 -1.06184 -1.20063  0.113
H -6.12455 -1.51177 -2.77533  0.117
H -4.10066 -0.60009 -2.24385  0.039
C 5.33024 1.03337 -0.04255  -0.071
C 5.32622 1.05220 1.49324  -0.290
O 4.89333 2.33775 1.89931  -0.091
H 4.33787 1.28077 -0.42958  0.057
H 5.51709 0.02238 -0.43800  0.070
H 6.01135 1.76417 -0.49868  0.080
H 6.29122 0.72631 1.87998  0.113
H 4.65476 0.30616 1.91713  0.097
H 5.64519 2.93522 1.76733  0.105
C -0.59284 -0.45953 0.07574  -0.048
C 0.00580 0.42510 -1.04106  -0.266
O 1.37322 0.71342 -0.76961  -0.112
H -1.57695 -0.85511 -0.21738  0.078
H -0.69033 0.06964 1.04347  0.071
H -0.00765 -1.36701 0.25748  0.046
H -0.48046 1.39045 -1.19464  0.074
H -0.02843 -0.10290 -1.99608  0.102
H 1.45119 1.43475 -0.11032  0.053
C 0.23889 -4.84559 0.80126  -0.072
C -0.50657 -4.40971 -0.44322  -0.296
O 0.44105 -4.33252 -1.53451  -0.116
H 0.63885 -5.84513 0.67365  0.080
H -0.37397 -4.80417 1.71083  0.072
H 1.02935 -4.11080 0.96949  0.048
H -0.95203 -3.42673 -0.42340  0.081
H -1.23067 -5.16508 -0.72771  0.109
H 1.11468 -3.71493 -1.17904  0.045
C -2.49972 2.58860 -2.77800  -0.071
C -1.29208 2.62733 -3.69785  -0.248
O -1.17689 1.28913 -4.26230  -0.104
H -2.33389 2.00677 -1.89418  0.037
H -3.40906 2.17593 -3.23581  0.094
H -2.74249 3.58883 -2.40189  0.087
H -0.44388 2.91535 -3.09982  0.073
H -1.30220 3.28570 -4.54273  0.108
H -0.42672 1.26114 -4.87679  0.102
C 0.29149 4.15789 0.23538  -0.063
C 1.67092 4.19192 0.76902  -0.301
O 2.00998 2.89094 1.23399  -0.117
H -0.40033 3.84891 1.01558  0.075
H 0.15419 3.34906 -0.46855  0.055
H -0.04421 5.15108 -0.09031  0.100
H 1.75058 4.90928 1.61079  0.126
H 2.40321 4.49730 0.01001  0.111
H 2.95756 2.85541 1.47306  0.076
C 2.04598 -2.41312 -4.34566  -0.058
C 3.32095 -1.59511 -4.60709  -0.337
O 4.43429 -2.44178 -4.58449  -0.066
H 2.10934 -3.02017 -3.42753  0.063
H 1.94258 -3.12933 -5.15653  0.077
H 1.17138 -1.75239 -4.32522  0.057
H 3.43372 -0.82766 -3.83843  0.084
H 3.18544 -1.05711 -5.55605  0.111
H 5.20461 -1.94765 -4.83961  0.078
C 2.54493 3.00672 -2.91486  -0.076
C 3.67198 2.35706 -3.72981  -0.297
O 3.20036 2.03924 -5.02953  -0.073
H 2.86900 3.10086 -1.88197  0.053
H 1.68523 2.33838 -2.91468  0.053
H 2.18468 3.98544 -3.21991  0.079
H 4.08982 1.48478 -3.25450  0.094
H 4.48316 3.07312 -3.80088  0.104
H 2.88203 2.85809 -5.38829  0.070
C 2.58677 2.74820 5.00884  -0.080
C 1.21132 3.25910 4.77829  -0.295
O 0.61616 2.65848 3.63575  -0.104
H 2.61136 1.64927 5.02570  0.069
H 3.02420 3.02874 5.95754  0.075
H 3.24928 3.04111 4.18829  0.068
H 1.24234 4.33474 4.63073  0.111
H 0.52885 2.97836 5.58060  0.116
H 1.11292 2.81185 2.83048  0.028
C 4.33478 -2.88307 -1.24293  -0.071
C 3.65993 -2.65026 0.10615  -0.270
O 2.25401 -2.26391 0.01219  -0.124
H 3.98352 -3.77898 -1.73325  0.074
H 5.42460 -3.01776 -1.07875  0.089
H 4.15090 -1.99678 -1.83401  0.053
H 4.18620 -1.89827 0.69596  0.084
H 3.67633 -3.51856 0.75270  0.109
H 2.18590 -1.31000 -0.19661  0.064
C -2.95952 -3.06284 4.10240  -0.070
C -3.00437 -2.41115 2.71036  -0.306
O -3.96336 -3.10141 1.95443  -0.090
H -2.28558 -2.52630 4.75206  0.054
H -2.60571 -4.08035 4.01851  0.065
H -3.96939 -3.12044 4.54015  0.084
H -2.06122 -2.54058 2.20395  0.089
H -3.35391 -1.38681 2.79558  0.099
H -3.59090 -3.98641 1.83630  0.088
C -3.74087 0.98948 4.82177  -0.083
C -2.67223 1.85875 4.18881  -0.318
O -1.79688 1.08407 3.36185  -0.109
H -4.30821 0.47351 4.03304  0.071
H -4.41342 1.62344 5.38240  0.071
H -3.30747 0.22840 5.47616  0.073
H -2.11377 2.35688 4.97989  0.106
H -3.23028 2.60258 3.62305  0.079
H -1.01824 1.66841 3.19496  0.053
C -3.79053 3.66736 1.08767  -0.077
C -3.89692 2.23429 0.54976  -0.326
O -4.68747 2.26012 -0.60665  -0.091
H -3.40607 4.33718 0.29666  0.072
H -3.13409 3.66537 1.95340  0.043
H -4.76950 4.07679 1.32318  0.074
H -4.41091 1.61330 1.30412  0.116
H -2.89957 1.82706 0.35869  0.094
H -4.72836 1.38447 -1.01287  0.045
C -2.48332 -3.26119 -3.78094  -0.063
C -1.77369 -1.97380 -3.43135  -0.296
O -2.67814 -0.89045 -3.50952  -0.097
H -2.91366 -3.33323 -4.79848  0.087
H -3.31140 -3.42417 -3.10204  0.040
H -1.79734 -4.11555 -3.67571  0.080
H -1.02386 -1.75467 -4.15745  0.089
H -1.38995 -2.07735 -2.40957  0.097
H -2.18402 -0.10118 -3.75901  0.030

---

--- ii ---
Computed, not measured: a cluster of 15 separate species, C30H90O15 in total, with ωB97M-V with the def2-TZVPD basis set.

Calculated values
Highest occupied orbital energy (hartree): -0.3407
Net charge: 0
LUMO energy (eV): 0.35
Spin multiplicity: 1

Each line ends with the Löwdin charge.
CARTESIAN COORDINATES (ANGSTROEM)
C -2.19748 1.37767 -3.39748  -0.080
C -3.28674 2.39322 -3.67145  -0.322
O -2.85685 3.23208 -4.74339  -0.082
H -1.29405 1.91957 -3.11398  0.075
H -1.93957 0.84891 -4.31628  0.072
H -2.50722 0.68066 -2.62261  0.054
H -3.47903 3.01264 -2.78563  0.111
H -4.24859 1.92330 -3.91695  0.108
H -3.43328 4.00060 -4.76830  0.078
C -3.32954 2.13490 2.54358  -0.081
C -4.67242 2.28689 3.25892  -0.306
O -5.03113 3.64996 3.43051  -0.081
H -3.20715 1.05370 2.44566  0.035
H -2.47722 2.52151 3.10564  0.066
H -3.31478 2.55582 1.53987  0.080
H -4.66418 1.73856 4.20696  0.108
H -5.45330 1.90008 2.60116  0.105
H -4.43704 4.10837 4.02997  0.079
C -2.57961 -4.68362 1.15056  -0.062
C -2.01051 -4.08355 -0.11515  -0.272
O -0.62447 -3.82558 0.12776  -0.110
H -2.48558 -3.98659 1.98730  0.046
H -1.98064 -5.54782 1.44708  0.084
H -3.62783 -4.96498 1.06251  0.080
H -2.45627 -3.10021 -0.30056  0.090
H -2.16082 -4.70243 -1.00207  0.113
H -0.23689 -3.39282 -0.65631  0.047
C -5.64960 0.09232 -0.33149  -0.067
C -4.51191 -0.93079 -0.35607  -0.305
O -3.51740 -0.63713 0.60357  -0.109
H -5.27515 1.10026 -0.52155  0.074
H -6.06148 0.15162 0.68161  0.066
H -6.45592 -0.18427 -1.00924  0.076
H -4.04741 -0.94594 -1.34427  0.091
H -4.95993 -1.92345 -0.21799  0.115
H -3.91521 -0.82167 1.47091  0.045
C 1.29872 -2.65724 3.11498  -0.092
C 0.68693 -4.02651 3.37602  -0.312
O 0.85543 -4.84767 2.22794  -0.100
H 1.28312 -2.04927 4.02538  0.071
H 0.71442 -2.14238 2.34948  0.057
H 2.33076 -2.77404 2.78632  0.061
H -0.38500 -3.88583 3.56881  0.091
H 1.12630 -4.51349 4.24490  0.110
H 0.37002 -4.38432 1.51315  0.030
C 0.87466 1.78234 5.37037  -0.077
C 0.88480 1.63099 3.83854  -0.313
O 1.97501 2.35101 3.29676  -0.104
H 0.89916 2.82188 5.69889  0.071
H 1.75655 1.30303 5.79313  0.070
H -0.05217 1.34077 5.74708  0.062
H -0.00885 1.99321 3.32820  0.092
H 0.94891 0.55081 3.65445  0.093
H 2.78928 1.81014 3.30954  0.037
C 1.09625 0.35838 -0.32534  -0.052
C -0.29823 -0.10874 0.07545  -0.271
O -1.21843 0.97126 -0.00729  -0.100
H 1.54542 1.01448 0.41847  0.067
H 0.98935 0.85897 -1.29081  0.069
H 1.73067 -0.51772 -0.47566  0.069
H -0.21696 -0.42661 1.12641  0.096
H -0.63232 -0.96557 -0.51477  0.095
H -2.10369 0.61511 0.14858  0.050
C 2.27774 -2.50906 -5.22661  -0.074
C 2.16569 -1.03729 -4.85978  -0.288
O 2.32763 -0.92445 -3.44425  -0.122
H 2.12581 -2.66909 -6.29779  0.078
H 1.47470 -3.05318 -4.72899  0.051
H 3.27585 -2.88011 -5.00649  0.081
H 1.24210 -0.52586 -5.15233  0.119
H 3.00500 -0.51093 -5.34149  0.109
H 2.28991 0.03242 -3.24062  0.053
C 0.08948 5.61781 0.67238  -0.083
C 0.03989 4.13569 0.94996  -0.324
O -0.00987 3.42762 -0.28158  -0.109
H 0.96240 5.95425 0.11324  0.052
H 0.11644 6.20104 1.59851  0.076
H -0.81882 5.93146 0.15653  0.075
H -0.84533 3.91141 1.56261  0.101
H 0.86203 3.72994 1.55030  0.086
H -0.42315 2.55497 -0.11236  0.029
C -2.36784 -1.21024 4.01728  -0.070
C -3.61262 -2.07266 3.96798  -0.284
O -4.62882 -1.42417 3.19085  -0.087
H -2.03553 -0.92262 3.01888  0.064
H -1.54898 -1.75640 4.48521  0.073
H -2.58010 -0.30829 4.59181  0.077
H -3.96631 -2.25979 4.98595  0.116
H -3.38494 -3.05237 3.53536  0.088
H -5.41401 -1.97949 3.23491  0.099
C 4.80102 2.31114 -3.66228  -0.070
C 3.40613 2.59685 -4.21510  -0.287
O 2.40470 1.87442 -3.49302  -0.102
H 5.52978 2.95308 -4.15287  0.079
H 4.98321 1.24768 -3.82720  0.073
H 4.80807 2.48070 -2.58581  0.054
H 3.40716 2.26211 -5.25811  0.108
H 3.18075 3.66471 -4.16320  0.115
H 1.81082 2.51431 -3.09006  0.092
C -1.90127 -2.18993 -3.13263  -0.079
C -1.56323 -3.52843 -3.76488  -0.298
O -2.77266 -4.03177 -4.36385  -0.084
H -2.71751 -2.27455 -2.41593  0.054
H -2.25836 -1.51540 -3.91372  0.069
H -1.02079 -1.69749 -2.72298  0.062
H -1.14263 -4.24957 -3.06013  0.095
H -0.86441 -3.37958 -4.59502  0.103
H -2.53405 -4.85519 -4.80164  0.078
C 4.90326 -0.19669 1.00559  -0.065
C 4.02816 -0.29215 2.22670  -0.288
O 4.25288 0.81706 3.11474  -0.092
H 4.65792 0.73437 0.49414  0.064
H 4.69192 -1.04081 0.34433  0.066
H 5.96852 -0.21434 1.24033  0.080
H 4.18242 -1.21852 2.78616  0.111
H 2.98958 -0.22319 1.89697  0.093
H 5.00008 0.61735 3.68461  0.101
C 3.67921 3.81142 -0.25288  -0.071
C 3.92943 5.04755 0.58483  -0.306
O 5.19116 5.66264 0.30427  -0.075
H 3.65863 4.03949 -1.31940  0.066
H 2.70053 3.37221 -0.04123  0.059
H 4.40751 3.02891 -0.03592  0.063
H 3.90676 4.80308 1.64975  0.112
H 3.09643 5.73653 0.42933  0.091
H 5.02324 6.60785 0.28108  0.074
C 2.93644 -3.69359 -0.65003  -0.060
C 1.90190 -4.01789 -1.72004  -0.277
O 1.05782 -2.86978 -1.91599  -0.144
H 3.69276 -4.47834 -0.56050  0.081
H 2.46552 -3.54164 0.31884  0.056
H 3.47160 -2.78879 -0.94768  0.063
H 1.25638 -4.84963 -1.43686  0.109
H 2.35278 -4.28707 -2.67981  0.106
H 1.56822 -2.20457 -2.42414  0.044

---

It is ii that is most stable; the runner-up trails by 0.637 eV.